one:
C6H10 | wB97M-V/def2-TZVPD

Each line ends with the Löwdin charge.
CARTESIAN COORDINATES (ANGSTROEM)
C -0.983 0.268 1.763  -0.0843
C -0.396 -1.218 -2.123  -0.1037
C 0.243 -1.140 -0.765  -0.0361
C 0.491 0.208 -0.335  -0.2364
C 1.175 1.092 1.080  0.0374
C -0.192 1.070 0.690  -0.4438
H -0.983 0.771 2.706  0.0659
H 1.014 0.838 -1.093  0.1275
H -1.515 -1.221 -1.991  0.1007
H 0.695 -1.975 -0.303  0.0938
H -0.278 -0.429 -2.866  0.0765
H -0.607 2.042 0.403  0.1487
H -0.119 -2.174 -2.661  0.0841
H 2.194 1.176 0.698  0.0386
H -1.970 -0.087 1.322  0.0942
H -0.460 -0.620 1.921  0.0370

Properties
Net charge: 0
Kohn-Sham gap, eV: 5.1692
HOMO energy, eV: -6.33

two:
C6H10 | wB97M-V/def2-TZVPD

Each line ends with the Löwdin charge.
CARTESIAN COORDINATES (ANGSTROEM)
C 0.870 0.753 -0.378  -0.2389
C 1.370 -0.122 0.704  -0.1280
C -1.341 0.094 0.429  -0.2199
C -0.810 -1.142 -0.181  -0.1837
C -0.562 1.249 -0.231  -0.1565
C 0.671 -0.795 -0.498  -0.2014
H 2.441 -0.132 0.894  0.0910
H 1.167 -1.644 -1.095  0.1490
H -0.616 2.179 0.337  0.1102
H 1.649 1.289 -1.022  0.1529
H -1.252 -1.471 -1.078  0.0950
H -2.381 0.239 0.333  0.0907
H -0.771 -1.960 0.479  0.0951
H 0.857 -0.171 1.743  0.1291
H -1.023 1.338 -1.193  0.1035
H -1.260 0.110 1.533  0.1121

Properties
SMILES string: C1C[C@@H]2C[C@@H]2C1
Net charge: 0
Kohn-Sham gap, eV: 10.7296
HOMO energy, eV: -9.49

three:
C6H10 | wB97M-V/def2-TZVPD

Each line ends with the Löwdin charge.
CARTESIAN COORDINATES (ANGSTROEM)
C -1.619 -0.730 -0.002  -0.2031
C -0.146 -1.108 0.213  -0.1762
C 2.083 0.237 0.125  -0.0673
C 0.569 0.243 0.334  -0.3603
C -0.296 1.168 -0.441  -0.1704
C -1.523 0.642 -0.642  -0.1311
H -2.148 -0.677 0.966  0.1107
H -0.132 1.056 1.115  0.2297
H 2.507 1.244 0.158  0.0708
H 0.218 -1.620 -0.697  0.1213
H -2.400 1.223 -0.896  0.0893
H 0.015 -1.796 1.050  0.1097
H 0.083 2.156 -0.694  0.1173
H 2.594 -0.380 0.872  0.0722
H -2.158 -1.468 -0.604  0.1008
H 2.352 -0.190 -0.860  0.0866

Properties
SMILES string: C[C@H]1C=CCC1
Net charge: 0
Kohn-Sham gap, eV: 9.1244
HOMO energy, eV: -7.94

four:
C6H10 | wB97M-V/def2-TZVPD

Each line ends with the Löwdin charge.
CARTESIAN COORDINATES (ANGSTROEM)
C 2.048 1.728 0.240  -0.0202
C -1.275 -1.870 0.457  -0.1202
C -1.063 -0.478 1.050  -0.2313
C -0.016 0.297 0.250  -0.2056
C 1.027 0.997 0.631  -0.1201
C 0.171 0.514 -1.407  -0.0359
H -2.109 -2.396 0.933  0.0695
H 3.001 1.273 -0.031  0.0669
H -1.488 -1.776 -0.612  0.0667
H 1.942 2.795 0.050  0.0672
H -2.018 0.068 1.044  0.1061
H -0.347 0.190 -2.332  0.0648
H -0.374 -2.482 0.571  0.0762
H 1.175 0.121 -1.519  0.0531
H 0.129 1.597 -1.443  0.0517
H -0.803 -0.580 2.119  0.1109

Properties
SMILES string: C=C=C(C)CC
Net charge: 0
Kohn-Sham gap, eV: 9.9849
HOMO energy, eV: -9.06

Energy above the most stable structure, in kcal/mol: one 151.9; two 0.0; three 20.2; four 43.2

one:
C17H21N3O3S | wB97M-V/def2-TZVPD

Each line ends with the Löwdin charge.
CARTESIAN COORDINATES (ANGSTROEM)
S 5.434 -2.029 1.131  0.9391
O 0.255 4.072 -0.156  0.0816
O -4.475 -0.219 0.253  -0.0501
O 3.421 2.291 2.063  0.1168
N 4.277 -0.682 -0.791  0.0237
N 4.177 0.327 1.327  0.1094
N 0.673 1.816 -0.309  0.0195
C 5.515 -2.790 -0.518  -0.4236
C 2.522 3.240 -0.406  -0.0246
C -4.846 -1.492 -0.232  -0.2284
C 4.524 -0.649 0.443  -0.6486
C -6.314 -1.719 0.117  -0.2270
C 4.768 -1.831 -1.482  -0.2518
C -6.522 -1.839 1.621  -0.1047
C -2.191 -0.512 -0.557  -0.0187
C 3.541 1.542 1.129  -0.4081
C -0.624 1.290 -0.188  -0.1858
C 1.011 3.137 -0.264  -0.4223
C -1.636 2.011 0.449  0.0068
C -0.921 0.026 -0.685  -0.0187
C 3.040 1.812 -0.274  -0.1912
C -3.197 0.208 0.073  -0.2700
C 1.801 0.948 -0.572  -0.1056
C -2.898 1.478 0.571  0.0106
H 5.044 -3.770 -0.464  0.0646
H -5.986 -2.701 2.014  0.0728
H 1.814 0.628 -1.620  0.1318
H -2.376 -1.496 -0.960  0.1021
H 6.563 -2.908 -0.785  0.0646
H 3.843 1.575 -0.972  0.1337
H 1.751 0.059 0.061  0.1291
H -1.428 2.993 0.836  0.1076
H 2.911 3.894 0.374  0.1261
H -0.167 -0.558 -1.190  0.1030
H -6.891 -0.877 -0.267  0.1119
H 3.916 -2.336 -1.948  0.1120
H 2.758 3.679 -1.376  0.1318
H 5.432 -1.491 -2.282  0.1123
H -4.707 -1.535 -1.322  0.1283
H -3.683 2.033 1.060  0.1199
H -6.653 -2.628 -0.385  0.1092
H -7.578 -1.955 1.851  0.0686
H 4.481 0.179 2.284  0.1413
H -4.225 -2.272 0.232  0.1292
H -6.153 -0.946 2.116  0.0718

Properties
SMILES string: CCCOc1ccc(N2C[C@H](C(=O)NC3=NCCS3)CC2=O)cc1
Net charge: 0
Kohn-Sham gap, eV: 8.2766
HOMO energy, eV: -7.84

two:
C17H21N3O3S | wB97M-V/def2-TZVPD

Each line ends with the Löwdin charge.
CARTESIAN COORDINATES (ANGSTROEM)
S 1.198 1.838 2.260  0.7055
O -0.938 -2.472 1.161  0.0951
O -5.701 -1.029 -0.441  0.0435
O -5.762 1.267 -0.277  0.0535
N 2.343 -0.975 -0.482  -0.1311
N -1.200 1.498 1.354  0.0804
N 0.041 -0.468 1.549  0.0163
C 1.327 -0.642 -1.467  -0.1708
C -3.375 -1.283 0.355  0.0945
C -0.027 0.889 1.692  -0.7801
C -6.504 0.114 -0.629  -0.1455
C -4.540 0.826 0.116  -0.1906
C -3.469 1.561 0.552  0.0861
C 3.583 0.816 -1.519  -0.1558
C 1.069 0.859 -1.582  -0.1760
C -1.042 -1.264 1.174  -0.3710
C 3.299 0.088 -0.203  -0.3869
C 1.942 -1.818 0.605  -0.1607
C -2.264 -0.550 0.804  -0.0612
C -2.314 0.845 0.899  -0.1731
C 1.280 -1.164 1.847  -0.1279
C -4.495 -0.577 0.019  -0.1874
C 4.595 -0.492 0.364  -0.0479
C 2.350 1.578 -2.015  -0.1838
H 0.262 1.040 -2.295  0.1112
H -3.510 2.634 0.627  0.1297
H 3.889 0.071 -2.256  0.1198
H -7.400 0.048 0.008  0.1431
H 2.906 0.826 0.520  0.0817
H 1.657 -1.013 -2.449  0.1209
H 1.959 -0.452 2.314  0.0569
H 4.949 -1.301 -0.271  0.0867
H 5.355 0.284 0.401  0.0764
H 1.259 -2.572 0.211  0.1140
H -3.316 -2.356 0.292  0.1363
H 2.350 2.590 -1.607  0.1072
H -6.811 0.185 -1.684  0.1431
H 4.455 -0.871 1.372  0.0667
H 0.397 -1.163 -1.223  0.1116
H 4.413 1.509 -1.380  0.1122
H -1.217 2.504 1.468  0.1343
H 1.050 -1.969 2.550  0.1322
H 2.387 1.660 -3.102  0.1052
H 2.824 -2.343 0.983  0.1151
H 0.746 1.243 -0.614  0.0707

Properties
SMILES string: C[C@H]1CCCCN1CCn1c(=S)[nH]c2cc3c(cc2c1=O)OCO3
Net charge: 0
Kohn-Sham gap, eV: 8.0354
HOMO energy, eV: -7.79

Energy above the most stable structure, in kcal/mol: one 0.0; two 7.4

one:
CHIS2 | wB97M-V/def2-TZVPD

Each line ends with the Löwdin charge.
CARTESIAN COORDINATES (ANGSTROEM)
I -2.632 -0.088 -0.011  0.7604
S -0.113 2.064 1.074  0.4292
S -0.199 2.025 -1.064  0.3950
C -0.696 0.687 0.081  -1.6136
H 0.055 -0.206 0.010  0.0291

Properties
SMILES string: IC1SS1
Net charge: 0
Kohn-Sham gap, eV: 8.3464
HOMO energy, eV: -8.84

two:
CHIS2 | wB97M-V/def2-TZVPD

Each line ends with the Löwdin charge.
CARTESIAN COORDINATES (ANGSTROEM)
I 0.507 2.137 -0.388  0.7331
S 0.104 0.161 2.437  -0.0095
S -0.027 -1.377 -0.391  0.6777
C -0.258 0.203 0.088  -1.3319
H -0.326 -1.124 -1.746  -0.0695

Properties
Net charge: 0
Kohn-Sham gap (spin up / spin down), eV: 5.7543 / 5.7404
HOMO energy (spin up / spin down), eV: -8.22 / -8.22

Energy above the most stable structure, in kcal/mol: one 0.0; two 94.7

one:
C4H13N | wB97M-V/def2-TZVPD

Each line ends with the Löwdin charge.
CARTESIAN COORDINATES (ANGSTROEM)
N -2.043 0.416 -0.813  -0.0843
C -0.817 1.180 -1.087  -0.3842
C -1.278 2.499 -1.773  -0.1375
C 2.506 -2.065 2.336  -0.1873
C 1.515 -2.038 1.195  -0.1917
H 3.498 -1.529 2.021  0.0931
H 0.065 0.656 -1.638  0.1148
H 2.629 -3.071 2.712  0.0406
H -1.868 2.148 -2.670  0.0835
H 0.880 -1.219 1.272  0.0226
H -2.945 0.909 -1.232  0.1027
H -1.737 3.248 -1.100  0.0734
H 1.998 -1.445 3.242  0.1036
H -0.385 3.032 -2.107  0.0546
H -2.287 -0.048 0.134  0.0924
H 2.174 -1.666 0.340  0.0865
H -0.240 1.449 -0.186  0.0844
H 0.959 -2.837 0.876  0.0326

Properties
SMILES string: CCN.CC
Net charge: 0
Kohn-Sham gap, eV: 9.8207
HOMO energy, eV: -8.76

two:
C4H13N | wB97M-V/def2-TZVPD

Each line ends with the Löwdin charge.
CARTESIAN COORDINATES (ANGSTROEM)
N 0.082 -1.110 -3.851  -0.0221
C 0.818 1.117 -3.203  -0.1377
C -0.177 0.637 3.786  -0.1758
C 0.113 -0.133 -2.747  -0.3827
C -0.998 -0.658 4.017  -0.1801
H 1.867 0.868 -3.470  0.0748
H -1.541 -0.575 5.017  0.0790
H 0.632 -0.387 -1.805  0.1013
H -1.568 -1.055 3.190  0.0439
H 0.553 0.434 2.993  0.0553
H -0.716 1.562 3.550  0.0584
H -0.346 -1.560 4.144  0.0631
H 0.452 0.860 4.653  0.0562
H 1.006 -1.545 -3.868  0.0634
H 0.288 1.576 -4.058  0.0796
H -0.507 -1.864 -3.497  0.0583
H -0.937 0.069 -2.503  0.1035
H 0.980 1.765 -2.347  0.0617

Properties
SMILES string: CCN.CC
Net charge: 0
Kohn-Sham gap, eV: 10.5753
HOMO energy, eV: -9.72

Energy above the most stable structure, in kcal/mol: one 29.3; two 0.0